{
  "formula": "C3H13NO2S",
  "method": "wB97M-V/def2-TZVPD",
  "symbols": ["C", "N", "C", "C", "S", "H", "H", "H", "H", "H", "H", "H", "H", "H", "O", "H", "H", "O", "H", "H"],
  "positions_angstrom": [[2.33535, -0.49991, -1.69005], [1.32659, 0.53805, -1.26396], [1.35932, 0.76513, 0.19624], [0.30955, 1.93406, 0.47107], [0.26748, 2.47572, 2.25657], [3.31484, -0.03939, -1.85466], [1.98296, -0.79614, -2.68211], [2.25025, -1.33920, -0.96702], [1.81708, 1.39749, -1.54152], [0.76387, -0.03975, 0.62781], [2.37992, 1.01360, 0.51273], [0.09749, 2.64362, -0.31432], [-0.66539, 1.41640, 0.49442], [1.38982, 3.27188, 2.26966], [-5.59556, -3.17173, -3.37870], [-5.12844, -3.69533, -4.06796], [-5.60168, -3.98267, -2.83100], [-0.79471, -0.88638, 4.28796], [-0.54257, -0.95029, 5.21926], [-1.26619, -0.05516, 4.25560]],
  "forces_ev_per_angstrom": [[-1.7, 0.4, 0.0], [1.8, 0.8, 0.2], [-2.2, 1.3, -0.9], [-0.6, -1.7, 1.3], [1.0, 0.7, -1.2], [0.2, -0.5, 0.6], [0.2, -0.5, 0.2], [0.6, 0.4, -0.7], [-0.8, -0.1, -0.7], [1.4, -0.5, 0.6], [-0.4, -0.4, 0.7], [0.9, 0.8, 0.0], [0.3, -0.1, -0.2], [-0.7, -0.5, 0.0], [0.9, -2.4, -0.4], [-0.2, 1.4, -0.5], [-0.7, 0.9, 0.9], [0.1, -0.2, 0.4], [0.0, -0.1, -0.2], [-0.2, 0.3, -0.2]],
  "total_energy_ha": -725.4482,
  "spin_multiplicity": 1,
  "de_lowest_kcal_mol": 46.0
}



{
  "formula": "C4H4N3",
  "method": "wB97M-V/def2-TZVPD",
  "symbols": ["C", "C", "C", "C", "N", "N", "N", "H", "H", "H", "H"],
  "positions_angstrom": [[-1.46424, 1.25545, -1.56927], [-1.42463, -0.14687, -0.08798], [1.40529, -0.31636, 1.32370], [1.04652, -0.34709, -0.03202], [-2.25828, 0.65022, -0.71356], [-0.34265, 1.39341, -1.96367], [-0.16537, -0.13576, -0.59944], [-1.73615, -0.89461, 0.71752], [2.35856, -0.62088, 1.50391], [0.87177, -0.05866, 2.20211], [1.70919, -0.77885, -0.78130]],
  "forces_ev_per_angstrom": [[1.0, -0.2, 0.8], [-1.2, 0.2, 0.6], [-1.8, 0.6, -2.3], [-1.0, -0.4, -0.2], [-0.5, -0.6, 0.1], [-0.5, 0.1, -0.1], [1.4, -1.0, 1.1], [0.5, 1.2, -1.2], [2.7, -1.0, 0.5], [-1.1, 0.5, 0.3], [0.5, 0.6, 0.4]],
  "total_energy_ha": -318.5820,
  "spin_multiplicity": 1,
  "total_charge": 1,
  "de_lowest_kcal_mol": 114.5
}



{
  "formula": "C5H14N2O",
  "method": "wB97M-V/def2-TZVPD",
  "symbols": ["N", "C", "C", "C", "C", "N", "C", "O", "H", "H", "H", "H", "H", "H", "H", "H", "H", "H", "H", "H", "H", "H"],
  "positions_angstrom": [[-0.82338, -3.56454, -1.04081], [-0.09709, -2.24349, -1.02817], [-0.45402, -1.22008, -0.27851], [0.29927, 0.11228, -0.47306], [-0.28820, 1.19538, 0.39609], [-0.17995, 2.54930, -0.30399], [0.57724, 1.35697, 1.67842], [1.28777, 2.58649, 1.66851], [-0.22882, -4.32744, -1.37964], [-1.68022, -3.36666, -1.57434], [-1.19126, -3.97058, -0.14630], [0.73205, -2.36346, -1.70256], [-1.23752, -1.25779, 0.48690], [1.37639, 0.01872, -0.43165], [0.12789, 0.21004, -1.54699], [-1.34031, 1.14111, 0.67347], [-0.21068, 3.28410, 0.41569], [-0.87640, 2.82215, -1.00783], [0.73018, 2.63433, -0.78729], [1.28509, 0.53625, 1.89933], [-0.02624, 1.37111, 2.59633], [2.21821, 2.49583, 1.88638]],
  "forces_ev_per_angstrom": [[-1.0, 0.2, 1.4], [-0.2, -1.4, 0.7], [1.0, 0.2, 0.4], [-1.6, -1.5, -1.3], [1.1, 1.3, 0.2], [0.3, 0.6, -0.5], [0.6, 0.0, 2.1], [-0.3, 0.1, -0.6], [-0.3, 0.2, -0.7], [0.3, -0.9, -0.5], [0.5, 0.9, -0.3], [0.2, 0.7, -0.2], [0.1, -0.2, -0.5], [0.2, 0.0, 0.7], [-0.2, 1.0, -0.1], [0.1, -0.6, -0.3], [0.4, 0.0, -0.1], [-0.2, -0.7, 0.2], [-0.3, 0.1, 0.5], [-0.4, 0.0, -0.8], [-0.4, 0.0, -0.4], [0.1, -0.2, 0.1]],
  "total_energy_ha": -383.0050,
  "spin_multiplicity": 1,
  "total_charge": 2,
  "de_lowest_kcal_mol": 21.3
}



{
  "formula": "C3H13O5",
  "method": "wB97M-V/def2-TZVPD",
  "symbols": ["C", "C", "O", "C", "O", "H", "H", "H", "H", "H", "H", "H", "H", "H", "O", "H", "H", "O", "H", "H", "O"],
  "positions_angstrom": [[1.10678, -0.91473, 0.02745], [-0.05297, -1.73092, -0.44950], [-1.23651, -1.32583, 0.19559], [0.96369, 0.62886, -0.42548], [-0.29676, 0.90778, -0.94286], [2.07884, -1.34233, -0.23793], [0.95148, -0.86455, 1.11376], [-0.17115, -1.79166, -1.54141], [0.11224, -2.79382, -0.25506], [-1.33772, -0.40766, -0.11453], [1.16756, 1.18612, 0.48090], [1.78812, 0.80012, -1.13561], [-1.58574, 0.94996, -3.52505], [-0.95174, 0.47861, -2.10066], [-1.55717, 0.21151, -2.91479], [0.83670, -0.69980, 5.54192], [1.34741, -1.88521, 4.81395], [0.89665, -1.64396, 5.65472], [-0.24647, 4.09191, -0.98629], [-0.12833, 2.45186, -1.15614], [0.22216, 3.38274, -1.42872]],
  "forces_ev_per_angstrom": [[-0.5, 1.7, 0.2], [-0.1, -1.3, -0.7], [-0.2, -0.3, 0.0], [-0.1, -2.1, -0.4], [0.7, 0.6, 1.1], [0.0, 0.1, 0.1], [0.5, -0.4, 0.0], [0.0, 0.8, 0.0], [0.0, -0.1, 0.7], [0.0, 0.3, 0.0], [0.1, 0.6, 0.2], [-0.1, 0.3, -0.1], [0.2, 0.1, 0.2], [-0.3, 0.0, -0.9], [-0.1, -0.3, 0.0], [-0.2, 0.6, 0.2], [-0.5, -0.1, 0.8], [0.7, -0.5, -1.1], [-0.2, -0.3, 0.2], [0.1, 0.6, -0.2], [0.1, -0.2, -0.1]],
  "total_energy_ha": -498.3208,
  "spin_multiplicity": 1,
  "total_charge": -1,
  "de_lowest_kcal_mol": 10.6
}



{
  "formula": "C7H32NO7",
  "method": "wB97M-V/def2-TZVPD",
  "symbols": ["N", "H", "H", "H", "H", "C", "O", "H", "H", "H", "H", "C", "C", "C", "O", "H", "H", "H", "H", "H", "H", "H", "H", "C", "C", "C", "O", "H", "H", "H", "H", "H", "H", "H", "H", "O", "H", "H", "O", "H", "H", "O", "H", "H", "O", "H", "H"],
  "positions_angstrom": [[1.71722, 4.80682, -25.86066], [2.35087, 4.51596, -26.59140], [2.24899, 4.95747, -25.01531], [1.23114, 3.97738, -25.55103], [0.99148, 5.46616, -26.10289], [2.96298, 6.88143, -26.82758], [3.65860, 6.03015, -25.91142], [3.60955, 7.05736, -27.68728], [2.05073, 6.48049, -27.26935], [2.56413, 7.75508, -26.31206], [3.90699, 5.26409, -26.43397], [1.55382, 2.47921, -24.00620], [0.33891, 2.55425, -24.90767], [-0.90560, 2.44282, -24.12081], [0.30337, 3.67926, -25.79050], [2.42330, 2.20098, -24.60177], [1.51701, 1.76433, -23.18420], [1.84659, 3.46768, -23.65223], [0.41658, 1.69394, -25.57245], [-1.81544, 2.28260, -24.69928], [-1.02970, 3.42016, -23.65442], [-1.07448, 1.58772, -23.46630], [-0.59983, 3.75573, -26.10670], [0.42162, 5.56592, -23.51090], [-1.13380, 5.73508, -23.74041], [-1.63241, 6.85285, -22.92092], [-1.32417, 6.00288, -25.07913], [0.90431, 6.44539, -23.93710], [0.75205, 4.67100, -24.03819], [0.71848, 5.45834, -22.46764], [-1.63396, 4.78551, -23.55003], [-1.18923, 7.79199, -23.25214], [-1.16395, 6.86440, -21.93679], [-2.66961, 6.79528, -22.59078], [-2.14849, 5.56215, -25.29788], [2.68095, 4.87815, -24.03802], [3.04909, 5.66123, -23.62876], [2.74137, 4.20312, -23.36206], [1.47295, 4.51977, -27.93039], [1.62277, 5.09376, -28.68160], [0.91358, 3.82118, -28.26994], [0.44046, 6.32223, -25.92730], [0.54595, 7.26411, -25.79328], [-0.41346, 6.11961, -25.54521], [3.49478, 4.35004, -26.85023], [3.88030, 3.65406, -26.31806], [3.53126, 4.01522, -27.74622]],
  "forces_ev_per_angstrom": [[7.6, -1.0, 0.8], [-3.7, 0.9, 2.5], [-1.7, 1.7, -4.8], [7.6, 3.2, 0.7], [2.9, -3.1, -1.0], [0.7, -0.4, 0.1], [1.1, 8.8, 2.9], [0.2, 1.0, 0.1], [0.3, -0.4, 0.2], [0.8, 0.4, -0.2], [2.0, 3.3, 0.9], [1.4, 0.6, -0.4], [-0.8, -3.8, -0.3], [-2.0, 0.4, 0.3], [-15.8, -9.6, -1.2], [0.1, -0.3, -0.1], [-0.6, 0.0, -0.2], [-1.9, -2.3, 0.3], [0.0, -0.3, 0.0], [0.0, 0.4, -0.9], [0.0, -1.0, 0.7], [1.1, 0.2, 0.6], [-1.4, -0.3, -0.4], [-2.0, -0.3, 0.1], [2.1, -0.7, 3.2], [0.2, 0.7, 2.3], [-10.1, -1.6, 2.8], [0.1, -0.4, 0.5], [-0.9, 1.4, 0.6], [-0.5, 0.1, 0.2], [-0.1, 0.6, 0.5], [-1.0, 0.3, -0.6], [0.3, -0.7, 0.3], [-0.3, 0.6, -1.0], [-0.3, 0.3, -0.7], [7.1, 0.5, 9.9], [0.6, 0.7, -0.2], [1.1, 0.3, 0.8], [-1.5, -0.7, -4.7], [-0.1, 0.3, -0.7], [-0.3, -0.3, -0.4], [-0.7, 11.9, -3.2], [0.2, 0.5, -0.5], [1.1, -0.1, -1.9], [6.5, -11.0, -7.6], [0.3, -0.6, 0.5], [0.3, -0.4, -0.9]],
  "total_energy_ha": -866.2071,
  "spin_multiplicity": 1,
  "total_charge": 1,
  "de_lowest_kcal_mol": 576.4
}



{
  "formula": "C3H3NO",
  "method": "wB97M-V/def2-TZVPD",
  "symbols": ["C", "C", "O", "C", "N", "H", "H", "H"],
  "positions_angstrom": [[0.83044, 0.19369, -0.45492], [0.39141, -0.85318, 0.24563], [-0.96609, -0.77662, 0.53047], [-1.29004, 0.49885, 0.36994], [-1.83560, 1.52126, 0.32573], [0.19586, 0.52639, -1.27152], [1.79928, 0.64234, -0.36201], [0.87475, -1.75274, 0.61668]],
  "forces_ev_per_angstrom": [[1.0, -0.8, -0.6], [0.6, 0.5, -0.2], [-0.5, 0.3, -0.5], [-2.2, -0.1, 0.5], [0.7, -0.7, 0.0], [-0.3, 0.9, 0.7], [0.7, -0.6, -0.5], [0.0, 0.6, 0.5]],
  "total_energy_ha": -245.9937,
  "spin_multiplicity": 1,
  "de_lowest_kcal_mol": 61.4
}



{
  "formula": "C4H8O2",
  "method": "wB97M-V/def2-TZVPD",
  "symbols": ["C", "C", "C", "O", "C", "O", "H", "H", "H", "H", "H", "H", "H", "H"],
  "positions_angstrom": [[-0.00609, -1.33980, -0.90393], [0.57796, -0.20468, -0.53905], [2.08715, -0.06092, -0.46938], [-0.24820, 0.87445, -0.27016], [-1.60599, 0.54150, 0.13374], [-2.29090, 1.73342, 0.21752], [-1.05813, -1.33562, -1.14548], [0.54671, -2.24659, -1.05848], [2.44770, 0.31839, 0.49026], [2.54135, -1.04908, -0.64524], [2.45854, 0.60406, -1.25840], [-1.45553, 0.02161, 1.08865], [-2.27876, -0.09846, -0.48265], [-1.69473, 2.30126, 0.70885]],
  "forces_ev_per_angstrom": [[0.0, -0.3, -0.3], [-0.5, -0.4, -0.1], [-0.3, 0.2, 0.1], [0.2, -0.3, -0.5], [-0.1, -0.3, 0.2], [0.2, 0.1, 0.3], [0.1, -0.4, 0.2], [0.2, -0.1, -0.2], [-0.2, 0.0, -0.1], [-0.3, 0.4, 0.1], [-0.2, 0.0, 0.2], [-0.3, 0.1, 0.1], [1.1, 0.5, -0.2], [-0.1, 0.6, 0.2]],
  "total_energy_ha": -307.6377,
  "spin_multiplicity": 1,
  "de_lowest_kcal_mol": 46.9
}